(1)
{"formula": "C15H12Cl2N2O5Pt", "method": "the ωB97M-V functional and the def2-TZVPD basis", "elements": ["Pt", "Cl", "C", "C", "C", "Cl", "C", "O", "C", "C", "O", "C", "H", "H", "H", "O", "N", "O", "O", "C", "C", "C", "C", "C", "C", "C", "C", "N", "H", "H", "H", "H", "H", "H", "H", "H", "H"], "xyz": [[0.227, -0.339, 0.141], [1.133, -7.278, 2.673], [0.639, -5.689, 2.203], [-0.715, -5.343, 2.272], [-1.123, -4.091, 1.888], [-2.791, -3.669, 1.935], [-0.204, -3.097, 1.436], [-0.655, -1.959, 1.044], [1.173, -3.475, 1.429], [2.195, -2.514, 1.115], [2.078, -1.288, 1.098], [1.564, -4.775, 1.778], [-1.444, -6.059, 2.625], [3.190, -2.941, 0.913], [2.613, -5.045, 1.749], [0.964, -0.828, -2.013], [-0.188, -0.932, -2.565], [-0.289, -1.134, -3.752], [-1.186, -0.807, -1.806], [2.229, 3.401, -1.288], [0.768, 3.691, -1.138], [0.207, 4.879, -1.536], [-1.158, 5.115, -1.388], [-1.979, 4.148, -0.811], [-1.493, 2.932, -0.396], [-2.378, 1.925, 0.268], [-0.077, 2.658, -0.587], [0.474, 1.522, -0.267], [2.748, 4.234, -1.757], [2.374, 2.506, -1.897], [2.688, 3.200, -0.318], [0.848, 5.636, -1.969], [-1.578, 6.053, -1.724], [-3.031, 4.365, -0.677], [-3.415, 2.255, 0.253], [-2.074, 1.779, 1.308], [-2.333, 0.961, -0.238]], "homo_lumo_gap_ha": [0.28920, 0.22675], "charge": 0, "s_squared": 6.07, "spin_multiplicity": 5, "total_energy_ev": -57251.519}

=====

(2)
{"formula": "H4NO3SSi", "method": "the ωB97M-V functional and the def2-TZVPD basis", "elements": ["N", "O", "O", "O", "Si", "S", "H", "H", "H", "H"], "xyz": [[2.024, -1.069, 0.671], [-1.512, 0.793, 1.328], [-2.101, -1.311, -0.077], [-1.578, 0.812, -1.196], [1.382, -0.228, -0.557], [-1.204, -0.157, -0.145], [1.895, -0.781, 1.632], [-1.602, 1.687, 0.993], [1.311, 1.212, -0.828], [1.384, -0.958, -1.822]], "homo_lumo_gap_ha": 0.30568, "charge": -1, "de_lowest_kj_mol": 65.0, "total_energy_ev": -26411.009}

=====

(3)
{"formula": "ClH12O6", "method": "the ωB97M-V functional and the def2-TZVPD basis", "elements": ["Cl", "O", "H", "H", "O", "H", "H", "O", "H", "H", "O", "H", "H", "O", "H", "H", "O", "H", "H"], "xyz": [[3.776, 9.328, -11.419], [4.371, 6.652, -11.304], [4.220, 7.579, -11.124], [5.324, 6.558, -11.295], [4.945, 9.930, -13.604], [4.407, 9.301, -14.084], [4.717, 9.789, -12.685], [1.181, 9.479, -12.592], [1.473, 9.084, -13.414], [1.970, 9.520, -12.052], [1.632, 10.389, -10.273], [0.989, 9.680, -10.251], [2.480, 9.946, -10.238], [3.874, 12.135, -10.297], [3.162, 12.321, -9.685], [3.626, 11.309, -10.711], [5.149, 8.808, -9.149], [4.841, 9.000, -10.035], [5.404, 7.886, -9.178]], "homo_lumo_gap_ha": 0.36804, "charge": -1, "de_lowest_kj_mol": 250.3, "total_energy_ev": -25003.743}

=====

(4)
{"formula": "C5H10N2O", "method": "the ωB97M-V functional and the def2-TZVPD basis", "elements": ["C", "N", "C", "N", "C", "C", "C", "O", "H", "H", "H", "H", "H", "H", "H", "H", "H", "H"], "xyz": [[2.197, -1.381, 0.533], [0.792, -1.134, 0.286], [0.315, 0.335, -0.181], [1.260, 1.294, -0.318], [-0.990, 0.330, -0.075], [-2.095, -0.656, 0.037], [-1.597, 1.867, -0.461], [-2.789, 2.058, -0.586], [2.351, -2.325, 1.071], [2.649, -0.596, 1.148], [2.769, -1.434, -0.405], [0.384, -1.855, -0.302], [1.697, 1.548, 0.562], [1.132, 1.963, -1.064], [-2.475, -0.909, -0.957], [-1.792, -1.590, 0.511], [-2.914, -0.240, 0.632], [-0.894, 2.724, -0.430]], "homo_lumo_gap_ha": 0.33075, "charge": 0, "de_lowest_kj_mol": 276.1, "total_energy_ev": -10372.443}

=====

(5)
{"formula": "C3H4INO", "method": "the ωB97M-V functional and the def2-TZVPD basis", "elements": ["C", "C", "C", "N", "O", "I", "H", "H", "H", "H"], "xyz": [[1.223, 0.189, -0.133], [0.191, 1.103, 0.133], [0.861, -1.111, 0.060], [-1.580, -0.373, 0.162], [-1.058, 0.851, 0.189], [-3.545, -0.163, -0.336], [2.192, 0.588, -0.432], [0.276, 2.191, 0.092], [-0.107, -1.243, 0.362], [1.547, -2.033, -0.096]], "homo_lumo_gap_ha": [0.28154, 0.27160], "charge": 0, "de_lowest_kj_mol": 470.4, "total_energy_ev": -14808.538}

=====

(6)
{"formula": "C3H4N2S", "method": "the ωB97M-V functional and the def2-TZVPD basis", "elements": ["C", "C", "C", "N", "S", "N", "H", "H", "H", "H"], "xyz": [[0.999, -1.671, 0.046], [0.626, -0.390, -0.257], [1.018, 0.907, -0.402], [1.230, 2.030, -0.358], [-1.549, -0.237, -0.569], [-1.804, 1.141, 0.187], [0.421, -2.556, 0.065], [2.060, -2.109, 0.103], [-1.809, 0.989, 1.250], [-1.191, 1.896, -0.066]], "homo_lumo_gap_ha": 0.32870, "charge": 0, "de_lowest_kj_mol": 319.9, "total_energy_ev": -16988.176}

=====

Question: Look up the charge of the first one.
Answer: 0

=====

Question: Which formula does entry 5 have?
Answer: C3H4INO

=====

Question: Which value of charge does entry 6 give?
Answer: 0